[1]
This record from OMol25 describes a 2-piece molecular cluster, C3H11NO3 overall in a non-equilibrium geometry. The level of theory is ωB97M-V/def2-TZVPD.

Properties
- frontier orbital gap (eV) = 10.50
- relative energy (zero: lowest compared OMol25 entry of this formula, charge and spin) (eV) = 4.3610
- E_LUMO (eV) = 0.879
- SMILES = NCCO.COO
- net charge = 0
- E_tot (Eh) = -401.25279

Positions of all 18 atoms, in Å:
C  1.5148  -1.4109  0.3151
C  2.1104  -0.3631  -0.6260
N  1.6113  0.9383  -0.2000
O  1.7353  -1.0558  1.6594
H  1.7419  -0.0865  1.6715
H  1.9922  1.6764  -0.7798
H  0.5974  0.9588  -0.2814
H  1.9728  -2.3892  0.1495
H  0.4335  -1.4898  0.1209
H  3.2013  -0.3505  -0.5187
H  1.8611  -0.6246  -1.6632
C  -3.3115  0.7842  -0.4282
O  -2.5039  0.9550  0.7037
O  -1.2990  0.2050  0.5387
H  -1.0524  -0.0177  1.4486
H  -3.5540  -0.2694  -0.5906
H  -4.2140  1.3453  -0.1951
H  -2.8372  1.1945  -1.3244

[2]
This record from OMol25 describes a 12-piece molecular cluster, C38H71BBr23ClN3O3 overall in a non-equilibrium geometry. The level of theory is ωB97M-V/def2-TZVPD.

Properties
- frontier orbital gap (eV) = 8.75
- relative energy (zero: lowest compared OMol25 entry of this formula, charge and spin) (eV) = 0.0000
- E_LUMO (eV) = -2.452
- net charge = +1
- E_tot (Eh) = -61567.69372

Positions of all 140 atoms, in Å:
C  0.7401  -3.6960  0.6613
C  1.2783  -2.4534  0.8060
C  1.8660  -1.7929  -0.4041
N  1.2510  -0.5106  -0.8431
C  1.9880  0.5757  -1.2804
B  3.5593  0.7857  -1.4367
O  4.2314  -0.0374  -2.3156
O  4.2031  1.7599  -0.7548
C  5.2287  2.4033  -1.5527
C  1.2183  1.6110  -1.6695
C  1.6032  2.9876  -2.2453
C  1.5598  4.1619  -1.2077
C  0.7659  5.3135  -1.8542
Br  0.7687  3.6227  0.4934
N  -0.0900  1.0555  -1.4288
Cl  -1.4481  1.9830  -1.7912
C  -0.0273  -0.1708  -0.9490
C  -1.2295  -1.0217  -0.6436
C  -2.3331  -0.3592  0.2461
C  -1.8242  0.6101  1.3261
C  -3.0843  1.1168  2.1021
N  -2.7782  1.6908  3.4146
C  -2.0851  2.9160  3.3230
C  -0.6005  2.9476  3.7214
O  -2.6142  3.9397  2.9378
H  1.1048  -4.5837  1.1807
H  -0.0694  -3.7880  -0.0746
H  1.2666  -2.0010  1.7994
H  2.9039  -1.5590  -0.1308
H  1.9400  -2.4668  -1.2638
H  3.5710  -0.5803  -2.7616
H  4.8019  3.0136  -2.3484
H  5.7617  3.0760  -0.8757
H  5.9691  1.6954  -1.9258
H  0.8749  3.2293  -3.0576
H  2.5803  2.9408  -2.7347
H  2.5776  4.5281  -1.0562
H  0.6286  6.1597  -1.1806
H  1.3625  5.6365  -2.7211
H  -0.1720  4.9337  -2.2723
H  -1.7167  -1.2028  -1.6152
H  -0.9745  -2.0004  -0.2481
H  -2.9680  0.2247  -0.4281
H  -2.9678  -1.1084  0.7268
H  -1.3667  1.5147  0.9091
H  -1.1645  0.0939  2.0363
H  -3.7414  0.2547  2.2751
H  -3.6393  1.8632  1.5261
H  -2.2938  1.0417  4.0255
H  -0.5049  3.0255  4.8144
H  -0.1027  3.8249  3.3062
H  -0.1287  2.0074  3.4112
Br  -4.7507  1.9953  9.2228
C  -3.5522  3.1096  8.1684
C  -3.3209  2.5234  6.8025
Br  -2.0898  1.0132  6.8826
H  -2.6386  3.2240  8.7434
H  -4.0519  4.0729  8.0890
H  -2.8416  3.2514  6.1501
H  -4.2296  2.1645  6.3300
Br  -2.5445  -3.1867  6.9341
C  -3.6765  -2.2770  8.2355
C  -3.4261  -2.7507  9.6417
Br  -4.2223  -4.4939  9.9915
H  -4.7014  -2.4273  7.9104
H  -3.4200  -1.2230  8.1448
H  -3.9016  -2.0744  10.3492
H  -2.3714  -2.8416  9.8824
Br  -1.8504  -7.7544  0.8592
C  -2.9091  -6.1306  0.9400
C  -3.3958  -5.7025  -0.4152
Br  -1.9713  -4.8767  -1.4619
H  -2.2918  -5.3821  1.4287
H  -3.7557  -6.3757  1.5803
H  -4.1592  -4.9335  -0.3136
H  -3.7869  -6.5204  -1.0119
Br  -6.5951  -4.7146  4.3157
C  -6.0929  -5.2594  6.1172
C  -7.2327  -5.0982  7.0880
Br  -7.4966  -3.2383  7.5942
H  -5.2154  -4.6793  6.3896
H  -5.8170  -6.3089  6.0282
H  -7.0068  -5.6142  8.0195
H  -8.1812  -5.4553  6.6984
Br  3.3111  -7.6832  -3.0818
C  1.6962  -8.4681  -2.3269
C  0.9967  -7.5084  -1.4032
Br  1.9063  -7.3814  0.3144
H  1.9919  -9.3908  -1.8375
H  1.0654  -8.6996  -3.1829
H  -0.0037  -7.8619  -1.1698
H  0.9366  -6.5017  -1.8044
Br  5.7083  4.5122  -4.4549
C  7.6383  4.7189  -4.6272
C  8.3510  3.4530  -4.2344
Br  8.4004  3.2190  -2.2975
H  7.9209  5.5764  -4.0244
H  7.8102  4.9443  -5.6775
H  9.3937  3.4910  -4.5430
H  7.8863  2.5623  -4.6458
Br  1.6435  0.0313  5.1167
C  2.8610  1.1086  4.0501
C  3.0388  0.4918  2.6893
Br  4.1873  -1.0723  2.7727
H  3.7843  1.1974  4.6137
H  2.3970  2.0902  3.9643
H  3.5335  1.1853  2.0095
H  2.0983  0.1671  2.2502
Br  4.4015  3.0755  -9.8857
C  4.6091  4.2950  -8.3786
C  5.6458  5.3479  -8.6585
Br  7.4501  4.6261  -8.5039
H  4.8410  3.6863  -7.5104
H  3.6347  4.7465  -8.2501
H  5.5892  6.1429  -7.9172
H  5.5607  5.7753  -9.6521
Br  -7.1552  -6.3080  0.9422
C  -7.5831  -7.3030  2.5621
C  -6.3458  -7.5951  3.3674
Br  -5.3084  -9.0377  2.5725
H  -8.1099  -8.1997  2.2517
H  -8.2614  -6.6603  3.1211
H  -6.6092  -7.9455  4.3639
H  -5.6843  -6.7372  3.4507
Br  0.3826  1.3397  -4.5216
C  0.6706  1.6404  -6.4289
C  2.0454  2.1953  -6.6861
Br  2.1266  4.0895  -6.2191
H  -0.1249  2.2944  -6.7720
H  0.5544  0.6626  -6.8922
H  2.2861  2.1505  -7.7478
H  2.8245  1.6913  -6.1214
Br  3.1659  7.9980  -9.6900
C  1.6466  7.1032  -8.8667
C  1.0218  7.9478  -7.7897
Br  2.0886  7.9399  -6.1585
H  2.0041  6.1473  -8.4990
H  0.9403  6.9364  -9.6777
H  0.0554  7.5386  -7.5012
H  0.9008  8.9870  -8.0788

[3]
This record from OMol25 describes C4H7FO3 as an isolated structure in a non-equilibrium geometry. The level of theory is ωB97M-V/def2-TZVPD.

Properties
- frontier orbital gap (eV) = 8.75
- relative energy (zero: lowest compared OMol25 entry of this formula, charge and spin) (eV) = 5.2165
- E_LUMO (eV) = -0.064
- net charge = 0
- E_tot (Eh) = -481.98414

Positions of all 15 atoms, in Å:
C  1.3046  -0.7079  0.5921
C  -0.0315  -0.4670  -0.0870
C  -1.3050  0.1043  0.5412
C  -0.3572  0.8626  -0.6262
H  2.1247  0.3132  -1.1785
H  1.4241  -0.0395  1.5771
H  1.5766  -1.7710  0.9313
H  -1.3032  0.3334  1.6577
H  -2.1170  -1.6319  -0.0631
H  -1.0994  0.9654  -1.4095
H  -0.1651  2.8185  -0.7180
O  2.3834  -0.5203  -0.3048
O  -2.3970  -0.4806  -0.0788
O  0.3064  1.8975  -0.1074
F  -0.3446  -1.6765  -0.7260